Entry from OMol25: 13 unconnected molecules or ions with the total composition C47H114IN14O15 (ωB97M-V/def2-TZVPD).

Each line ends with the Löwdin charge.
Atoms and positions in Å:
I: 17.00536 4.56317 13.43051  0.060
C: 21.04970 0.38572 12.91426  -0.033
C: 19.59483 -0.12088 12.93381  -0.475
C: 18.85843 0.70348 11.79808  -0.123
C: 19.11030 0.14679 10.41902  -0.208
C: 18.74051 -1.28591 10.32874  -0.136
C: 19.52584 -2.19391 11.35842  -0.476
N: 19.40188 -1.51454 12.68584  -0.107
O: 20.04477 -2.33460 13.64506  -0.006
C: 18.81680 -3.50266 11.42318  -0.057
C: 21.01162 -2.43671 10.83782  -0.020
C: 19.06153 0.32511 14.37155  -0.014
H: 21.76768 0.04619 12.16772  0.068
H: 21.47680 0.14486 13.88774  0.082
H: 20.99978 1.46248 12.75241  0.068
H: 17.78470 0.64306 11.97570  0.115
H: 19.20312 1.73163 11.68763  0.102
H: 20.17382 0.25468 10.20599  0.121
H: 18.59337 0.76624 9.68611  0.080
H: 19.15491 -1.55733 9.35781  0.108
H: 17.68242 -1.54042 10.39011  0.119
H: 19.33705 -4.17630 12.10411  0.080
H: 17.81049 -3.35588 11.81550  0.093
H: 18.85902 -3.92088 10.41750  0.091
H: 21.47502 -3.29637 11.32190  0.073
H: 20.89644 -2.62446 9.77031  0.073
H: 21.77246 -1.65814 10.89307  0.060
H: 19.04259 1.41418 14.41242  0.072
H: 19.64917 -0.25830 15.08037  0.073
H: 18.03473 -0.00039 14.53838  0.069
H: 20.95632 -2.09653 13.46070  0.081
C: 17.76989 0.36468 18.43172  -0.024
C: 16.69597 1.23768 19.04822  -0.516
C: 16.46874 2.48711 18.18330  -0.150
C: 15.74742 2.18540 16.88423  -0.182
C: 14.33763 1.66304 17.18393  -0.107
C: 14.41683 0.40655 18.16360  -0.472
N: 15.40888 0.63524 19.29264  -0.082
O: 15.32733 -0.43262 20.25045  0.001
C: 13.02149 0.28839 18.72014  -0.061
C: 14.64383 -0.82972 17.35794  -0.054
C: 17.29181 1.82225 20.36864  -0.028
H: 17.79595 0.44111 17.34471  0.067
H: 17.58422 -0.68387 18.66447  0.078
H: 18.76533 0.57591 18.82235  0.086
H: 15.90783 3.31794 18.61131  0.111
H: 17.42280 3.00582 18.08940  0.084
H: 16.30714 1.50681 16.24054  0.099
H: 15.73554 3.07875 16.25982  0.053
H: 13.90363 1.23836 16.27872  0.085
H: 13.74720 2.49154 17.57519  0.115
H: 12.21040 0.12397 18.01078  0.094
H: 12.84655 -0.41979 19.53006  0.078
H: 12.79884 1.22971 19.22257  0.086
H: 14.08209 -1.68872 17.72488  0.084
H: 14.13803 -0.78604 16.39339  0.080
H: 15.65483 -1.08527 17.04063  0.082
H: 17.70528 1.09433 21.06669  0.078
H: 16.60714 2.48812 20.89395  0.088
H: 18.19693 2.34399 20.05776  0.072
H: 15.78458 -1.12554 19.76839  0.073
C: 18.08223 3.64985 9.30198  -0.022
C: 18.19527 4.21086 7.84921  -0.409
C: 19.47069 3.82967 7.07521  -0.127
C: 19.45141 2.50496 6.21429  -0.154
C: 18.16597 2.58924 5.41326  -0.170
C: 16.84187 2.57707 6.22019  -0.492
N: 16.92765 3.85504 7.05162  -0.124
O: 15.76164 4.05799 7.71042  -0.019
C: 15.66106 2.59661 5.24632  -0.040
C: 16.78548 1.23269 6.89711  -0.043
C: 18.23466 5.79704 7.97850  -0.025
H: 19.09057 3.69129 9.71384  0.067
H: 17.82226 2.59250 9.25173  0.051
H: 17.41955 4.19678 9.97265  0.060
H: 19.84359 4.66438 6.48167  0.107
H: 20.25031 3.73877 7.83154  0.110
H: 19.54544 1.67660 6.91649  0.097
H: 20.22683 2.56345 5.45049  0.107
H: 18.14723 1.76407 4.70134  0.110
H: 18.22314 3.52787 4.86207  0.124
H: 16.02021 1.94465 4.45004  0.074
H: 14.69560 2.15667 5.49618  0.085
H: 15.48200 3.59874 4.85675  0.085
H: 16.68009 0.45903 6.13655  0.094
H: 17.67255 1.10270 7.51704  0.050
H: 16.02249 1.19255 7.67450  0.078
H: 19.15248 6.15900 8.44183  0.082
H: 17.34759 6.14712 8.50638  0.066
H: 18.14817 6.32568 7.02921  0.074
H: 15.41957 4.68715 7.07108  0.112
C: 16.87005 11.14736 17.46952  -0.007
C: 15.98051 12.10839 16.51058  -0.393
C: 16.84759 12.33845 15.19229  -0.152
C: 16.99988 11.10829 14.31594  -0.207
C: 15.58068 10.61286 13.96787  -0.117
C: 14.61516 10.26465 15.20221  -0.428
N: 14.70410 11.40417 16.14228  -0.137
O: 14.03298 11.23569 17.33535  -0.020
C: 13.15560 10.06400 14.68666  -0.035
C: 15.06376 8.82367 15.79376  -0.025
C: 15.66780 13.52081 17.14009  -0.036
H: 17.92857 11.29650 17.25649  0.057
H: 16.81635 10.06982 17.31415  0.053
H: 16.87568 11.39922 18.53001  0.070
H: 16.41049 13.19228 14.67459  0.113
H: 17.92063 12.47964 15.32175  0.107
H: 17.59078 10.31981 14.78203  0.096
H: 17.52639 11.47107 13.43318  0.107
H: 15.66798 9.69836 13.38121  0.090
H: 15.16868 11.36179 13.29151  0.113
H: 13.01999 11.03449 14.20931  0.076
H: 13.08513 9.28672 13.92576  0.076
H: 12.43356 9.77355 15.44981  0.080
H: 14.79304 8.08368 15.04062  0.062
H: 16.14420 8.69918 15.86615  0.050
H: 14.61324 8.66480 16.77350  0.081
H: 16.53119 14.18612 17.13547  0.077
H: 15.22940 13.31182 18.11591  0.070
H: 15.02519 14.17180 16.54733  0.074
H: 13.46443 12.00681 17.39639  0.100
C: 19.63264 9.44440 11.47638  -0.215
C: 18.60162 8.69665 12.34246  -0.229
O: 18.31049 7.48796 11.65125  -0.110
O: 20.88968 8.76232 11.62408  -0.082
H: 19.79725 10.48650 11.75028  0.107
H: 19.40869 9.61375 10.42316  0.117
H: 17.65594 9.23354 12.26800  0.091
H: 18.93109 8.64208 13.38004  0.099
H: 18.05925 6.92374 12.38618  -0.058
H: 20.75532 7.92151 11.18071  0.070
C: 20.13996 7.55445 16.01568  -0.230
C: 21.37531 8.36265 15.49744  -0.237
O: 22.61127 7.82167 15.93182  -0.051
O: 20.21084 7.40622 17.44811  -0.076
H: 20.26416 6.61824 15.47146  0.099
H: 19.36705 8.06628 15.44231  0.103
H: 21.15915 9.32800 15.95513  0.114
H: 21.24413 8.43218 14.41760  0.100
H: 22.70503 8.13782 16.83341  0.082
H: 19.92027 8.15203 17.97814  0.110
C: 22.02408 5.60416 13.23433  -0.230
C: 20.84032 4.66284 12.95545  -0.234
O: 20.10451 4.82742 11.71439  -0.118
O: 23.14594 5.27103 12.41465  -0.070
H: 22.42840 5.49376 14.24053  0.111
H: 21.71443 6.61242 12.95930  0.096
H: 20.17173 4.73475 13.81331  0.055
H: 21.19063 3.66989 13.23729  0.099
H: 19.19470 4.52398 11.75635  -0.069
H: 23.77448 5.96156 12.63758  0.075
C: 14.43659 6.69576 9.84463  -0.745
O: 14.00617 6.72680 8.71862  0.027
N: 14.32549 5.65462 10.67290  0.171
N: 15.20711 7.65899 10.39583  0.151
H: 13.67539 4.94002 10.37824  0.051
H: 15.03127 5.58070 11.39159  -0.003
H: 15.43243 8.46409 9.82914  0.106
H: 15.27109 7.60989 11.40260  0.082
C: 12.68524 3.65746 14.94146  -0.743
O: 11.77217 3.41641 15.80306  -0.046
N: 13.32313 2.72030 14.27057  0.160
N: 13.10712 4.84039 14.65808  0.177
H: 14.23196 3.02789 13.95510  0.043
H: 12.87629 1.81452 14.26784  0.114
H: 12.57702 5.53616 15.16305  0.120
H: 14.00324 5.09353 14.26694  0.035
C: 21.05607 3.48744 17.25492  -0.735
O: 21.75311 2.47824 17.49208  -0.016
N: 19.73881 3.39027 17.28719  0.183
N: 21.52500 4.67913 17.07017  0.196
H: 19.31718 2.48272 17.42388  0.086
H: 19.21058 4.23622 17.44664  0.068
H: 22.48763 4.83428 17.33358  0.127
H: 20.93327 5.49630 17.11690  0.061
C: 13.45000 2.53278 10.32982  -0.802
O: 12.77734 3.45309 9.91011  0.032
N: 13.03400 1.77713 11.20449  0.170
N: 14.75810 2.36309 10.18502  0.197
H: 13.54550 0.98722 11.57126  0.121
H: 12.09111 1.89536 11.54666  0.135
H: 15.14217 1.53449 10.61631  0.103
H: 15.30739 3.03182 9.66426  0.072
C: 16.89005 6.34382 17.74254  -0.804
O: 16.97376 7.18112 18.64735  0.015
N: 17.78731 5.87453 16.96374  0.170
N: 15.80866 5.74501 17.44981  0.170
H: 18.71792 6.23664 17.11521  0.058
H: 17.60190 5.15514 16.27949  0.010
H: 15.13250 5.61653 18.18900  0.131
H: 15.64624 5.35813 16.53110  0.074

Computed properties:
* 2S+1: 1
* E_HOMO: -6.25 eV
* total charge: -1
* calculated total energy: -110259.2127 eV